1.
The following is a DFT calculation (the ωB97M-V functional and the def2-TZVPD basis) of a single C5H5BrN2O6S molecule at a distorted geometry.

LUMO level: -0.05759 Ha
SMILES string: CC1=C([N+](=O)[O-])CS(=O)(=O)[C@@]1(Br)[N+](=O)[O-]
energy above the lowest of the compared OMol25 structures with the same formula, charge and spin: 0.0 kcal/mol
frontier orbital gap: 9.374 eV

Geometry as ORCA input:
```
! wB97M-V def2-TZVPD RIJCOSX def2/J DEFGRID3
* xyz 0 1
C -0.32 -1.23 1.09
C 0.32 -0.24 0.23
C -0.31 0.55 -0.68
N -1.69 0.61 -0.80
O -2.35 -0.03 -0.01
O -2.14 1.33 -1.67
C 0.50 1.37 -1.62
S 2.17 0.76 -1.49
O 3.08 1.83 -1.34
O 2.41 -0.24 -2.48
C 1.80 -0.11 0.27
Br 2.97 -1.55 0.33
N 2.22 0.99 1.15
O 1.43 1.90 1.18
O 3.33 0.83 1.61
H 0.01 -0.82 2.06
H 0.25 -2.17 1.05
H -1.44 -1.26 1.08
H 0.21 1.11 -2.59
H 0.60 2.36 -1.25
*
```



2.
The following is a DFT calculation (the ωB97M-V functional and the def2-TZVPD basis) of a molecular structure, C36H29Cl2LiN2P2.

LUMO level: 0.14883 Ha
frontier orbital gap: 3.792 eV

Geometry as ORCA input:
```
! wB97M-V def2-TZVPD RIJCOSX def2/J DEFGRID3
* xyz -2 1
Li -0.12 1.42 -0.59
C 0.53 0.09 2.73
P -0.95 -1.03 2.71
C -2.17 0.00 3.64
C -2.89 -0.43 4.75
C -3.88 0.37 5.31
C -4.17 1.61 4.76
C -3.47 2.05 3.65
C -2.49 1.25 3.08
C -0.46 -2.24 4.03
C -0.10 -1.88 5.32
C 0.31 -2.82 6.25
C 0.38 -4.17 5.88
C 0.05 -4.54 4.60
C -0.37 -3.58 3.68
C 1.45 -0.16 1.58
C 2.68 -0.82 1.58
C 3.08 -0.90 0.22
C 2.07 -0.28 -0.50
C 1.89 -0.08 -1.99
P 0.25 -0.79 -2.50
C 0.76 -2.53 -2.83
C 0.00 -3.55 -2.25
C 0.31 -4.89 -2.46
C 1.39 -5.23 -3.26
C 2.15 -4.23 -3.85
C 1.84 -2.90 -3.63
C 0.06 -0.11 -4.20
C -0.05 -0.87 -5.36
C -0.28 -0.28 -6.60
C -0.40 1.10 -6.69
C -0.30 1.88 -5.54
C -0.08 1.29 -4.30
N 1.06 0.14 0.32
H 1.05 -0.03 3.68
H 0.15 1.12 2.68
H -2.68 -1.39 5.19
H -4.42 0.02 6.18
H -4.94 2.24 5.20
H -3.67 3.01 3.20
H -1.97 1.61 2.21
H -0.15 -0.83 5.61
H 0.57 -2.52 7.25
H 0.70 -4.91 6.60
H 0.11 -5.58 4.30
H -0.63 -3.87 2.66
H 3.23 -1.16 2.45
H 3.99 -1.32 -0.18
H 2.70 -0.53 -2.56
H 1.86 0.99 -2.23
H -0.83 -3.27 -1.61
H -0.29 -5.66 -1.99
H 1.63 -6.27 -3.43
H 3.00 -4.49 -4.47
H 2.44 -2.12 -4.09
H 0.04 -1.95 -5.31
H -0.37 -0.89 -7.49
H -0.57 1.57 -7.65
H -0.40 2.95 -5.58
H -0.06 1.94 -3.41
Cl -1.08 4.42 1.34
C -0.41 5.15 -0.13
C -0.14 6.50 -0.08
C 0.41 7.19 -1.17
C 0.67 6.43 -2.32
C 0.40 5.09 -2.38
Cl 0.78 4.25 -3.89
C -0.17 4.24 -1.29
N -0.43 3.00 -1.35
H -0.35 7.03 0.85
H 0.62 8.25 -1.12
H 1.10 6.91 -3.20
*
```



3.
The following is a DFT calculation (the ωB97M-V functional and the def2-TZVPD basis) of 4 unconnected molecules or ions with the total composition C23H28NO13Si.

LUMO level: -0.16502 Ha
frontier orbital gap: 6.811 eV

Geometry as ORCA input:
```
! wB97M-V def2-TZVPD RIJCOSX def2/J DEFGRID3
* xyz 1 1
C 1.91 -0.32 0.63
Si 1.51 0.65 -0.93
C 2.47 -0.03 -2.35
C 1.95 2.43 -0.64
O -0.10 0.48 -1.37
C -1.16 0.92 -0.56
C -1.98 -0.25 -0.03
N -1.66 -0.61 1.40
H 1.12 -0.38 1.39
H 2.23 -1.33 0.38
H 2.74 0.18 1.12
H 2.21 0.51 -3.26
H 3.54 0.07 -2.18
H 2.24 -1.09 -2.51
H 1.61 3.09 -1.44
H 3.05 2.45 -0.65
H 1.63 2.84 0.32
H -0.81 1.56 0.26
H -1.82 1.54 -1.17
H -3.05 -0.06 -0.09
H -1.78 -1.13 -0.64
H -0.95 -1.34 1.44
H -1.27 0.20 1.90
H -2.49 -0.93 1.91
C 6.78 2.82 0.05
C 7.77 3.41 0.74
C 8.07 4.89 0.64
O 8.99 5.30 1.34
C 7.28 5.71 -0.25
C 6.30 5.12 -0.95
C 5.98 3.64 -0.83
O 5.04 3.24 -1.50
O 5.51 5.76 -1.80
O 8.56 2.76 1.57
H 6.56 1.77 0.12
H 7.51 6.76 -0.33
H 4.89 5.09 -2.16
H 9.18 3.43 1.93
C -2.45 -5.25 3.78
C -2.95 -4.23 3.07
C -3.24 -2.88 3.69
O -3.65 -2.01 2.91
C -3.04 -2.68 5.09
C -2.55 -3.70 5.82
C -2.21 -5.06 5.20
O -1.76 -5.89 5.95
O -2.32 -3.64 7.10
O -3.22 -4.30 1.78
H -2.23 -6.22 3.35
H -3.28 -1.72 5.52
H -1.97 -4.51 7.38
H -3.64 -3.45 1.53
C -4.84 -2.22 -3.09
C -6.04 -2.00 -3.66
C -6.35 -0.72 -4.44
O -7.46 -0.65 -4.91
C -5.32 0.28 -4.57
C -4.12 0.05 -4.00
C -3.82 -1.22 -3.23
O -2.70 -1.29 -2.75
O -3.10 0.89 -4.05
O -7.05 -2.83 -3.61
H -4.62 -3.13 -2.54
H -5.54 1.19 -5.12
H -2.35 0.43 -3.61
H -7.78 -2.42 -4.11
*
```



4.
The following is a DFT calculation (the ωB97M-V functional and the def2-TZVPD basis) of 12 unconnected molecules or ions with the total composition C24H72F3N18O14S at a distorted geometry.

LUMO level (alpha / beta): -0.00143 / -0.22113 Ha
expectation value of S²: 0.760
frontier orbital gap (alpha / beta): 8.688 / 2.703 eV

Geometry as ORCA input:
```
! wB97M-V def2-TZVPD RIJCOSX def2/J DEFGRID3
* xyz 0 2
C -14.37 -5.20 18.08
F -14.30 -5.34 16.77
F -13.25 -5.66 18.77
F -14.63 -3.93 18.32
S -15.93 -6.18 18.73
O -16.97 -5.36 18.29
O -15.88 -7.49 18.04
O -15.74 -6.26 20.19
C -13.33 -6.24 22.53
O -12.31 -6.41 23.18
N -13.74 -4.98 22.42
N -14.03 -7.12 21.89
H -13.16 -4.25 22.81
H -14.26 -4.77 21.58
H -13.75 -8.07 21.68
H -14.83 -6.75 21.41
C -18.45 -9.21 21.71
O -19.43 -8.56 21.47
N -18.48 -10.51 21.97
N -17.30 -8.73 21.75
H -19.25 -10.96 21.50
H -17.65 -11.03 22.21
H -16.49 -9.31 21.92
H -17.24 -7.76 21.47
C -18.65 -10.07 17.86
O -19.50 -10.92 18.06
N -17.90 -10.09 16.80
N -18.28 -9.12 18.66
H -17.11 -9.46 16.71
H -18.18 -10.82 16.16
H -18.59 -9.06 19.61
H -17.53 -8.48 18.41
C -17.91 -5.51 14.39
O -17.18 -4.71 13.76
N -19.03 -5.90 13.96
N -17.60 -6.20 15.46
H -19.53 -5.46 13.20
H -19.47 -6.48 14.66
H -16.65 -6.03 15.76
H -18.24 -6.77 16.00
C -14.18 -3.31 13.44
O -13.07 -2.91 13.30
N -14.52 -4.47 14.03
N -15.28 -2.60 13.24
H -13.80 -5.09 14.36
H -15.48 -4.78 13.94
H -16.23 -2.94 13.37
H -15.09 -1.71 12.81
C -13.35 -10.18 17.17
O -12.75 -10.20 18.22
N -12.96 -10.59 16.02
N -14.54 -9.63 17.03
H -13.52 -10.33 15.21
H -12.09 -11.10 16.02
H -14.94 -9.62 16.10
H -14.92 -9.18 17.85
C -17.10 -1.77 16.75
O -16.50 -0.64 16.59
N -17.80 -2.46 15.85
N -16.94 -2.51 17.85
H -18.02 -2.06 14.96
H -18.06 -3.41 16.07
H -17.32 -3.44 17.84
H -16.56 -2.02 18.65
C -11.65 -3.22 16.68
C -11.80 -1.72 16.31
C -11.04 -0.74 17.24
O -11.42 -0.79 18.66
C -12.73 -0.13 18.90
N -11.18 -1.52 14.99
H -12.09 -3.35 17.67
H -10.65 -3.66 16.64
H -12.26 -3.86 16.05
H -12.85 -1.44 16.22
H -10.94 0.27 16.85
H -10.06 -1.22 17.23
H -13.46 -0.65 18.29
H -12.61 0.93 18.67
H -12.99 -0.14 19.96
H -11.56 -0.63 14.71
H -11.64 -2.25 14.45
C -18.88 -4.66 20.68
C -18.52 -4.54 22.15
C -19.27 -5.39 23.10
O -18.80 -5.32 24.43
C -19.53 -6.10 25.40
N -17.07 -4.60 22.48
H -19.93 -4.36 20.61
H -18.71 -5.68 20.33
H -18.23 -4.03 20.09
H -18.73 -3.53 22.49
H -19.04 -6.38 22.71
H -20.33 -5.17 23.05
H -19.22 -5.81 26.40
H -19.31 -7.12 25.09
H -20.60 -5.87 25.39
H -17.08 -4.74 23.48
H -16.64 -5.42 22.09
C -12.04 -5.98 10.54
C -10.72 -6.41 11.12
C -10.69 -6.55 12.65
O -11.80 -7.28 13.23
C -12.00 -7.11 14.60
N -10.33 -7.64 10.61
H -12.02 -5.77 9.47
H -12.52 -5.06 10.88
H -12.88 -6.64 10.74
H -9.90 -5.78 10.81
H -10.73 -5.53 13.04
H -9.74 -7.00 12.93
H -12.80 -7.74 14.98
H -12.20 -6.09 14.93
H -11.14 -7.30 15.25
H -11.10 -8.23 10.90
H -10.61 -7.57 9.64
C -11.16 -3.99 20.66
C -10.85 -3.00 21.74
C -9.37 -2.91 22.11
O -9.12 -2.12 23.26
C -7.85 -1.62 23.33
N -11.37 -1.66 21.45
H -12.08 -3.80 20.11
H -11.08 -4.99 21.08
H -10.37 -3.98 19.91
H -11.38 -3.21 22.67
H -8.90 -2.45 21.24
H -9.03 -3.92 22.30
H -7.44 -0.91 22.62
H -7.13 -2.42 23.52
H -7.87 -0.91 24.16
H -11.26 -1.41 20.48
H -10.97 -0.97 22.07
*
```



5.
The following is a DFT calculation (the ωB97M-V functional and the def2-TZVPD basis) of a molecular structure, C13H22N8O7SV.

LUMO level (alpha / beta): 0.00319 / 0.00348 Ha
energy above the lowest of the compared OMol25 structures with the same formula, charge and spin: 9.2 kcal/mol
expectation value of S²: 0.760
frontier orbital gap (alpha / beta): 7.754 / 7.109 eV

Geometry as ORCA input:
```
! wB97M-V def2-TZVPD RIJCOSX def2/J DEFGRID3
* xyz 0 2
V 0.61 -0.11 -0.64
O -0.89 1.09 0.32
C -0.71 -0.05 0.89
O -1.01 -1.16 0.27
C -0.06 -0.17 2.23
C -0.70 -0.10 3.43
C 0.05 -0.34 4.59
C 1.38 -0.68 4.55
C 2.01 -0.75 3.31
C 1.33 -0.45 2.12
O 1.83 -0.41 0.92
N 3.43 -1.13 3.32
O 3.97 -1.25 4.41
O 4.00 -1.32 2.26
N -0.62 -0.26 5.90
O 0.04 -0.51 6.89
O -1.79 0.06 5.91
H -1.76 0.12 3.51
H 1.93 -0.88 5.45
N 2.05 -1.53 -1.54
C 3.03 -0.80 -2.35
C 3.36 0.51 -1.65
N 2.11 1.25 -1.41
H 2.50 -1.93 -0.71
H 1.64 -2.29 -2.06
H 2.57 -0.59 -3.32
H 3.94 -1.38 -2.52
H 4.08 1.09 -2.22
H 3.80 0.30 -0.67
H 1.82 1.73 -2.26
H 2.20 1.95 -0.67
N 1.50 4.34 0.48
N 1.48 2.97 0.92
H 0.96 4.92 1.12
H 1.02 4.37 -0.41
H 0.56 2.64 1.17
H 2.10 2.90 1.72
S -0.45 0.03 -2.92
C -2.10 -0.47 -2.88
N -2.79 -0.47 -4.03
C -4.17 -0.92 -4.13
C -4.88 -0.67 -2.81
C -4.07 -1.29 -1.69
N -2.69 -0.83 -1.76
H -2.28 -0.19 -4.85
H -4.20 -1.99 -4.38
H -4.65 -0.38 -4.95
H -5.88 -1.08 -2.83
H -4.96 0.41 -2.65
H -4.10 -2.38 -1.75
H -4.46 -1.00 -0.71
H -2.08 -0.92 -0.92
*
```



6.
The following is a DFT calculation (the ωB97M-V functional and the def2-TZVPD basis) of a molecular structure, C5H2N2 at a distorted geometry.

LUMO level (alpha / beta): -0.06274 / -0.06291 Ha
energy above the lowest of the compared OMol25 structures with the same formula, charge and spin: 76.6 kcal/mol
frontier orbital gap (alpha / beta): 7.610 / 7.605 eV

Geometry as ORCA input:
```
! wB97M-V def2-TZVPD RIJCOSX def2/J DEFGRID3
* xyz 0 1
C -0.90 0.44 0.52
C 0.13 -0.45 -0.16
C -1.34 -0.70 1.10
C -0.45 -1.84 1.35
C -0.80 -3.14 1.72
N 0.27 -1.71 0.33
N -1.19 -4.20 1.85
H -1.36 1.41 0.85
H 0.27 -0.27 -1.23
*
```



7.
The following is a DFT calculation (the ωB97M-V functional and the def2-TZVPD basis) of a single H3N2OP molecule at a distorted geometry.

LUMO level: 0.01592 Ha
SMILES string: NNP=O
energy above the lowest of the compared OMol25 structures with the same formula, charge and spin: 2.4 kcal/mol
frontier orbital gap: 9.419 eV

Geometry as ORCA input:
```
! wB97M-V def2-TZVPD RIJCOSX def2/J DEFGRID3
* xyz 0 1
N -1.17 0.34 0.31
N 0.05 -0.19 -0.05
P 1.52 -0.03 0.73
O 2.52 -0.73 -0.08
H -1.12 1.33 0.46
H -1.77 0.01 -0.41
H -0.03 -0.72 -0.95
*
```



8.
The following is a DFT calculation (the ωB97M-V functional and the def2-TZVPD basis) of a molecular structure, C6H18BrMnNO6.

LUMO level (alpha / beta): 0.00793 / 0.00771 Ha
energy above the lowest of the compared OMol25 structures with the same formula, charge and spin: 0.2 kcal/mol
expectation value of S²: 8.753
frontier orbital gap (alpha / beta): 8.704 / 9.032 eV

Geometry as ORCA input:
```
! wB97M-V def2-TZVPD RIJCOSX def2/J DEFGRID3
* xyz 0 6
Mn 12.21 -20.83 -14.82
Br 14.67 -20.98 -14.25
N 10.72 -19.06 -16.13
O 11.98 -18.95 -16.01
O 10.20 -20.11 -15.63
O 10.05 -18.21 -16.66
C 11.00 -17.37 -12.98
C 12.08 -18.41 -12.76
O 11.60 -19.75 -13.05
H 10.10 -17.62 -12.42
H 10.73 -17.29 -14.03
H 11.34 -16.39 -12.65
H 12.48 -18.37 -11.75
H 12.93 -18.25 -13.42
H 10.96 -19.95 -12.36
C 10.96 -22.17 -18.55
C 11.60 -22.82 -17.35
O 12.51 -21.92 -16.69
H 10.41 -21.28 -18.24
H 10.26 -22.85 -19.04
H 11.71 -21.86 -19.29
H 12.14 -23.73 -17.63
H 10.83 -23.12 -16.65
H 13.37 -22.01 -17.12
C 8.91 -23.27 -14.48
C 9.85 -22.65 -13.46
O 11.20 -22.52 -13.97
H 7.89 -23.25 -14.09
H 9.14 -24.30 -14.74
H 8.91 -22.67 -15.39
H 9.89 -23.23 -12.54
H 9.51 -21.64 -13.26
H 11.59 -23.40 -14.05
*
```